Entry 1:
This record from the OMol25 dataset describes a structure of composition C23H43GeN5O2Zr. The level of theory is ωB97M-V/def2-TZVPD.

Output
HOMO level, eV: -11.906
Spin multiplicity: 1
LUMO, eV: -6.1
Total charge: +2
Max |F|, eV/A: 0.92
Calculated total energy, eV: -93879.646
HOMO-LUMO gap, eV: 5.802
Energy above the lowest of the compared OMol25 structures with the same formula, charge and spin, kJ/mol: 0.00

```
75
Properties=species:S:1:pos:R:3:forces:R:3
Zr 0.283 0.412 -0.745 -0.34 -0.74 -0.42
C 3.386 -1.344 1.860 0.02 -0.02 0.03
C 2.578 -0.431 0.989 -0.19 -0.06 0.00
N 1.240 -0.746 0.669 0.11 0.22 0.18
C 0.330 -1.146 1.762 0.17 0.02 0.04
C -0.219 0.141 2.409 -0.09 0.09 0.00
N -0.432 1.189 1.357 -0.06 -0.05 0.16
C -1.724 1.910 1.354 0.09 0.02 0.05
C -2.701 1.231 0.416 -0.05 -0.07 -0.12
N -2.082 0.923 -0.906 0.07 0.09 0.09
C -2.225 1.969 -1.954 -0.08 -0.08 0.03
C -1.248 3.117 -1.761 0.11 0.06 -0.01
N 0.047 2.588 -1.330 -0.11 0.11 0.03
C 1.104 3.352 -1.320 0.15 0.02 0.02
C 1.086 4.753 -1.828 -0.01 0.01 0.00
C 2.281 2.718 -0.754 -0.14 -0.04 0.06
C 3.486 3.309 -0.581 0.18 -0.09 0.04
C 4.552 2.570 0.049 -0.12 0.20 -0.11
C 4.311 1.336 0.534 -0.09 -0.29 0.03
C 3.010 0.721 0.416 0.17 0.34 0.03
N 2.031 1.410 -0.345 0.30 0.19 -0.04
H 3.013 -2.366 1.790 0.00 0.00 -0.03
H 3.358 -1.052 2.913 -0.02 0.00 0.00
H 4.432 -1.364 1.557 0.00 0.04 0.01
H 0.884 -1.702 2.521 -0.03 -0.04 -0.01
H -0.391 -2.771 0.572 0.01 -0.01 0.03
H 0.476 0.535 3.150 0.02 -0.02 -0.01
H -1.166 -0.048 2.916 0.01 -0.03 0.01
H 0.298 1.879 1.501 0.02 -0.02 -0.05
H -1.523 2.931 1.031 -0.03 0.00 -0.01
H -2.153 1.975 2.357 -0.02 -0.02 -0.01
H -3.601 1.837 0.287 0.01 0.01 0.02
H -3.014 0.277 0.846 0.00 0.01 0.03
H -2.557 0.102 -1.266 0.01 0.00 -0.03
H -3.251 2.341 -1.994 0.01 0.02 -0.01
H -2.026 1.473 -2.907 0.02 0.02 0.00
H -1.616 3.822 -1.011 -0.03 0.00 -0.01
H -1.173 3.670 -2.700 -0.01 0.01 0.01
H 0.311 5.330 -1.319 0.01 0.01 0.01
H 0.842 4.759 -2.893 0.00 0.00 0.00
H 2.035 5.259 -1.695 0.00 -0.01 0.01
H 3.658 4.326 -0.901 0.01 0.00 0.01
H 5.523 3.031 0.161 0.00 0.00 0.00
H 5.091 0.792 1.052 0.00 0.00 -0.01
C 2.755 -0.448 -2.774 -0.10 0.07 0.01
O 1.399 0.078 -2.761 -0.04 -0.07 -0.02
C 0.588 -0.383 -3.851 0.09 0.07 0.03
C -0.078 -1.666 -3.455 -0.05 -0.04 -0.02
O -0.771 -1.403 -2.221 -0.03 0.04 0.04
C -1.684 -2.483 -1.933 0.03 0.06 -0.02
H 3.143 -0.374 -3.788 0.03 0.00 0.01
H 2.761 -1.482 -2.432 0.03 -0.01 -0.02
H 3.335 0.174 -2.102 0.02 -0.02 0.00
H 1.193 -0.493 -4.750 -0.01 -0.04 0.00
H -0.153 0.399 -4.030 -0.02 -0.02 -0.02
H 0.636 -2.480 -3.301 0.02 0.02 0.00
H -0.795 -1.972 -4.221 0.00 0.00 0.01
H -2.337 -2.637 -2.791 -0.01 -0.02 0.01
H -2.276 -2.210 -1.066 -0.01 -0.01 0.00
H -1.128 -3.396 -1.717 -0.01 -0.01 0.00
C -3.590 -1.769 2.792 -0.06 0.05 -0.01
Ge -1.986 -2.864 2.578 0.04 0.01 0.08
C -2.454 -4.622 1.902 -0.02 -0.06 -0.09
C -0.996 -2.977 4.248 0.02 -0.01 0.09
C -0.806 -1.996 1.219 -0.05 0.02 -0.16
H -4.279 -2.252 3.485 0.01 -0.01 0.00
H -4.118 -1.652 1.843 0.00 0.00 0.00
H -3.369 -0.780 3.198 0.00 0.01 0.00
H -3.051 -5.166 2.634 0.00 0.01 0.01
H -1.558 -5.208 1.697 0.00 0.00 0.00
H -3.040 -4.550 0.985 0.01 -0.01 0.00
H -1.608 -3.484 4.994 0.01 0.00 0.00
H -0.740 -1.994 4.647 0.00 0.00 -0.01
H -0.077 -3.553 4.128 0.00 0.00 -0.01
H -1.459 -1.373 0.583 0.03 0.03 0.02
```
Forces are in eV/Å.

Here is what Mulliken gives for the atomic charges, in e:
1. Zr 0.6616
2. C -2.0078
3. C 0.5580
4. N 0.1054
5. C 0.2430
6. C -1.6337
7. N 0.2683
8. C -0.7963
9. C -0.5544
10. N -0.0510
11. C -1.3185
12. C -0.8747
13. N 0.5042
14. C 1.0217
15. C -1.8358
16. C -0.1144
17. C -0.5191
18. C -1.2955
19. C -0.8376
20. C 0.0656
21. N 1.1753
22. H 0.3932
23. H 0.2754
24. H 0.6553
25. H 0.7836
26. H 0.5547
27. H 0.2852
28. H 0.5121
29. H 0.3749
30. H 0.3432
31. H 0.5839
32. H 0.5055
33. H 0.1306
34. H 0.2463
35. H 0.5254
36. H 0.3803
37. H 0.4746
38. H 0.6348
39. H 0.3848
40. H 0.3538
41. H 0.4392
42. H 0.4476
43. H 0.4672
44. H 0.4775
45. C -0.8068
46. O -0.2719
47. C -0.8295
48. C -0.6430
49. O -0.2789
50. C -1.0672
51. H 0.3671
52. H 0.3295
53. H 0.1744
54. H 0.5494
55. H 0.1476
56. H 0.3619
57. H 0.5699
58. H 0.4761
59. H 0.2918
60. H 0.3447
61. C -1.2716
62. Ge 0.7299
63. C -1.2563
64. C -1.2510
65. C 0.1715
66. H 0.4567
67. H 0.3545
68. H 0.3714
69. H 0.3849
70. H 0.3982
71. H 0.3727
72. H 0.4082
73. H 0.3669
74. H 0.3749
75. H -1.3194

Entry 2:
This record from the OMol25 dataset describes a structure of composition C23H43IrN2O2P3. The level of theory is ωB97M-V/def2-TZVPD.

Output
HOMO level (alpha / beta), eV: -14.454 / -15.006
Spin multiplicity: 5
LUMO (alpha / beta), eV: -9.9 / -12.5
Total charge: +3
Max |F|, eV/A: 6.18
Calculated total energy, eV: -62297.470
HOMO-LUMO gap (alpha / beta), eV: 4.604 / 2.479
Energy above the lowest of the compared OMol25 structures with the same formula, charge and spin, kJ/mol: 311.96

```
74
Properties=species:S:1:pos:R:3:forces:R:3
Ir 0.310 -0.616 0.722 -0.95 1.79 0.51
P -1.543 -1.755 0.240 -3.00 -1.07 -1.63
P 1.611 -1.041 2.532 1.12 1.23 -0.05
P 1.399 -1.873 -0.706 1.23 -1.22 -2.09
H -0.218 3.450 -0.606 -0.07 -1.10 0.50
C -0.645 2.577 -1.134 -0.34 1.19 0.39
C -1.671 1.840 -0.694 -1.63 0.90 0.01
H -2.093 1.958 0.320 0.60 0.11 -0.48
C -3.188 -1.006 0.243 -0.33 0.65 0.23
C -1.765 -3.030 1.492 0.47 0.02 0.57
C -1.718 -2.716 -1.287 0.04 -0.30 -0.53
C 2.859 0.276 2.414 0.42 0.18 0.13
C 0.761 -0.830 4.068 -0.38 0.04 0.66
C 2.467 -2.586 2.665 0.10 -0.65 0.10
C 0.995 -1.863 -2.499 -0.07 -0.01 -0.06
C 1.421 -3.639 -0.273 0.04 -0.33 0.15
C 3.129 -1.323 -0.699 -0.20 -0.30 -0.14
H -0.294 2.648 -2.138 -0.17 -0.48 -0.85
H -2.474 1.417 -1.351 1.44 -0.19 0.33
H -3.256 -0.121 -0.381 0.15 -0.02 0.02
H -3.491 -0.731 1.257 -0.09 -0.09 -0.14
H -3.876 -1.737 -0.198 0.11 0.04 0.39
H -1.746 -2.580 2.485 -0.12 -0.14 0.10
H -0.998 -3.802 1.434 -0.24 -0.05 0.09
H -2.758 -3.450 1.304 0.15 -0.08 0.07
H -1.678 -2.073 -2.178 -0.16 -0.14 0.42
H -2.724 -3.145 -1.279 0.10 -0.04 0.19
H -1.014 -3.555 -1.369 -0.14 0.35 -0.05
H 3.728 -0.100 2.975 -0.05 0.44 -0.11
H 2.467 1.207 2.860 0.22 -0.51 -0.08
H 3.167 0.497 1.373 -0.12 -0.27 0.62
H 1.374 -1.335 4.822 -0.29 0.12 0.13
H -0.244 -1.263 4.044 0.26 -0.07 0.15
H 0.671 0.230 4.315 0.00 -0.12 -0.03
H 3.328 -2.650 1.995 -0.15 -0.07 0.19
H 1.793 -3.437 2.514 0.21 0.12 0.08
H 2.799 -2.595 3.707 0.24 -0.25 -0.12
H 1.534 -2.729 -2.919 0.06 0.40 0.09
H 1.335 -0.933 -2.992 -0.22 -0.43 0.27
H -0.068 -2.042 -2.713 0.85 0.41 0.05
H 1.299 -4.213 -1.202 0.26 -0.01 0.36
H 0.616 -3.937 0.414 0.40 0.15 -0.30
H 2.385 -3.855 0.209 -0.32 -0.20 -0.32
H 3.577 -1.797 -1.582 0.26 0.27 0.25
H 3.627 -1.661 0.215 0.06 0.17 -0.32
H 3.168 -0.230 -0.780 0.15 -0.25 -0.15
C -0.607 0.688 -4.394 -0.25 0.97 -0.35
C 0.672 1.237 -4.161 -0.41 -0.26 -0.26
C 1.582 1.496 -5.202 -1.01 -0.47 -0.42
C 1.139 1.007 -6.477 -0.60 0.95 -0.33
C -0.233 0.642 -6.717 0.35 -0.52 -0.04
C -1.135 0.496 -5.670 1.07 -1.07 1.27
O -1.531 0.501 -3.348 0.82 -0.58 0.08
H -1.622 1.359 -2.945 -0.19 0.29 0.14
H 0.967 1.425 -3.140 0.01 0.22 0.19
H 2.507 2.125 -4.948 -1.20 -1.54 -0.90
H 1.811 0.981 -7.342 -0.24 0.35 0.39
H -0.706 0.378 -7.689 1.32 0.33 0.37
H -2.109 -0.037 -5.684 0.55 0.97 -0.59
N -0.923 5.567 3.965 -0.77 0.10 0.66
C -1.789 4.521 4.016 4.23 -3.28 -3.09
O -2.846 4.570 4.629 -2.67 0.88 1.66
C -1.301 3.307 3.308 -1.09 1.48 0.31
C -0.160 3.324 2.495 1.99 -1.55 -1.72
C 0.218 2.217 1.700 0.50 1.64 1.80
N -0.409 1.023 1.839 -0.21 -0.79 0.27
C -1.495 0.940 2.680 -0.71 1.49 0.96
C -2.013 2.094 3.293 -0.06 -2.31 -0.17
H -1.181 6.425 4.388 -0.36 1.15 0.56
H -0.066 5.547 3.448 0.20 0.05 -0.41
H 0.535 4.149 2.492 0.02 0.09 -0.38
H 1.144 2.235 1.060 -1.19 0.19 0.70
H -1.863 -0.082 2.937 -0.01 1.16 -0.54
H -2.943 2.013 3.833 -0.02 -0.13 0.26
```
Forces are in eV/Å.

Here is what Mulliken gives for the atomic charges, in e:
1. Ir -0.2430
2. P 1.0328
3. P 1.0847
4. P 1.2892
5. H 0.3222
6. C -1.3171
7. C -0.4181
8. H 0.2928
9. C -1.0949
10. C -1.3145
11. C -1.6084
12. C -1.3691
13. C -1.2168
14. C -1.3841
15. C -1.1852
16. C -1.3215
17. C -1.5605
18. H 0.5422
19. H 0.7527
20. H 0.1947
21. H 0.4270
22. H 0.5699
23. H 0.3379
24. H 0.3500
25. H 0.4700
26. H 0.3368
27. H 0.6436
28. H 0.5117
29. H 0.4882
30. H 0.4381
31. H 0.2782
32. H 0.5801
33. H 0.2773
34. H 0.3657
35. H 0.3665
36. H 0.3881
37. H 0.6269
38. H 0.6329
39. H 0.1968
40. H 0.1615
41. H 0.4575
42. H 0.1644
43. H 0.5299
44. H 0.4893
45. H 0.4357
46. H 0.3955
47. C 0.5102
48. C 0.1042
49. C -0.7165
50. C -0.4970
51. C -0.4745
52. C -0.3317
53. O -0.4626
54. H 0.0616
55. H 0.3263
56. H 0.3283
57. H 0.4256
58. H 0.3458
59. H 0.3501
60. N -0.0289
61. C 0.3984
62. O -0.3120
63. C 1.1621
64. C -1.2233
65. C -1.2491
66. N 1.3537
67. C -0.4018
68. C -1.3638
69. H 0.3158
70. H 0.1447
71. H 0.2571
72. H 0.5950
73. H 0.4357
74. H 0.5491

Entry 3:
This record from the OMol25 dataset describes a structure of composition C23H44As5AuCl2O2. The level of theory is ωB97M-V/def2-TZVPD.

Output
HOMO level (alpha / beta), eV: -11.993 / -12.999
Spin multiplicity: 3
LUMO (alpha / beta), eV: -5.0 / -9.8
Total charge: +2
Max |F|, eV/A: 2.97
Calculated total energy, eV: -361573.242
HOMO-LUMO gap (alpha / beta), eV: 6.999 / 3.212
Energy above the lowest of the compared OMol25 structures with the same formula, charge and spin, kJ/mol: 65.84

```
77
Properties=species:S:1:pos:R:3:forces:R:3
Au 0.136 -0.862 0.556 -0.50 -0.79 0.26
C -0.400 0.382 4.512 -0.10 0.08 -0.19
As 0.450 -0.760 3.173 0.32 0.20 -0.07
C 0.601 -2.365 4.257 -0.12 -0.24 -0.04
C 2.293 -0.117 3.167 -0.16 0.13 0.26
C 2.720 0.761 4.158 0.02 -0.05 0.03
C 4.020 1.245 4.165 -0.04 0.04 -0.02
C 4.913 0.828 3.194 0.04 0.08 -0.01
C 4.502 -0.056 2.208 -0.02 -0.14 -0.04
C 3.191 -0.525 2.180 0.09 -0.02 -0.14
As 2.572 -1.658 0.726 0.19 0.05 0.10
C 4.056 -1.608 -0.549 -0.19 0.06 -0.04
C 2.726 -3.493 1.339 -0.17 -0.13 0.09
H 0.106 0.231 5.465 0.02 -0.02 -0.07
H -1.438 0.075 4.633 0.02 -0.05 -0.10
H -0.367 1.438 4.245 0.04 -0.05 -0.05
H 1.366 -2.177 5.012 -0.06 0.06 -0.06
H 0.863 -3.251 3.683 -0.05 0.08 -0.10
H -0.359 -2.543 4.743 0.01 0.00 -0.08
H 2.043 1.081 4.939 0.00 0.03 -0.02
H 4.323 1.957 4.920 0.05 -0.03 0.05
H 5.927 1.203 3.193 0.04 -0.03 0.00
H 5.221 -0.374 1.463 -0.04 0.02 -0.01
H 4.937 -2.041 -0.073 -0.08 0.04 0.02
H 4.273 -0.595 -0.882 -0.04 -0.02 0.06
H 3.801 -2.223 -1.412 -0.03 0.02 0.08
H 3.487 -3.576 2.114 0.04 0.10 -0.06
H 3.007 -4.112 0.487 0.01 0.03 -0.01
H 1.767 -3.849 1.712 -0.05 0.06 -0.06
C -0.901 -3.332 -2.202 0.01 -0.19 -0.01
As -0.479 -1.484 -1.836 0.49 -0.39 -0.27
C 1.144 -1.321 -2.913 -0.12 0.15 -0.20
C -1.868 -0.598 -2.914 0.35 0.16 -0.07
C -2.013 0.937 -2.890 -0.51 0.24 0.10
C -3.048 1.291 -3.973 0.14 0.02 0.05
C -2.557 1.437 -1.540 0.15 -0.03 -0.08
As -1.733 0.913 0.184 0.26 0.49 0.53
C -3.105 1.677 1.335 -0.10 -0.17 -0.03
C -0.348 2.267 0.500 -0.10 0.35 -0.20
C -0.636 1.550 -3.199 0.80 -0.31 -0.71
As -0.339 3.404 -3.957 -1.86 -0.13 2.32
C 0.124 4.448 -2.366 0.86 0.27 -0.55
C -2.012 4.325 -4.386 0.37 0.22 -0.97
H -0.793 -3.524 -3.271 0.01 0.10 0.02
H -1.911 -3.570 -1.881 0.02 0.08 0.06
H -0.207 -3.957 -1.642 -0.02 0.05 0.04
H 0.911 -1.331 -3.979 0.02 -0.07 0.01
H 1.769 -2.185 -2.687 -0.04 0.02 0.01
H 1.700 -0.414 -2.674 -0.02 -0.04 0.05
H -2.817 -1.050 -2.616 0.03 0.03 0.03
H -1.655 -0.913 -3.941 -0.10 -0.06 0.06
H -3.872 0.579 -3.960 -0.01 -0.01 0.00
H -2.592 1.266 -4.964 -0.07 -0.08 -0.08
H -3.473 2.278 -3.806 -0.04 0.01 -0.02
H -3.599 1.111 -1.447 0.09 0.07 0.03
H -2.547 2.534 -1.534 -0.16 -0.06 0.06
H -3.294 2.702 1.010 0.05 -0.02 0.05
H -2.755 1.669 2.366 0.01 0.00 -0.03
H -4.027 1.100 1.268 0.08 -0.06 0.01
H -0.685 3.288 0.310 -0.07 -0.02 0.05
H 0.546 2.062 -0.091 -0.03 -0.02 0.03
H -0.068 2.188 1.553 -0.03 0.00 -0.06
H -0.154 0.931 -3.961 0.01 -0.06 0.08
H 0.003 1.501 -2.309 0.11 0.31 -0.16
H 1.008 4.056 -1.867 -0.04 -0.09 -0.01
H -0.724 4.460 -1.682 -0.18 -0.24 -0.21
H 0.336 5.470 -2.678 -0.02 0.02 0.02
H -2.526 3.875 -5.230 0.02 -0.08 0.03
H -1.737 5.342 -4.665 0.03 0.02 0.04
H -2.665 4.365 -3.515 0.23 -0.23 0.21
Cl -2.959 -1.764 2.800 -0.12 0.41 0.47
C -3.042 -2.988 1.538 1.46 -0.93 0.03
Cl -3.485 -2.230 0.012 -0.21 0.27 -0.58
C -1.586 -3.740 1.518 -1.04 0.71 -0.18
O -1.608 -4.752 2.181 0.32 -0.23 0.12
O -0.647 -3.178 0.875 -0.28 -0.13 0.14
H -3.809 -3.713 1.795 0.04 0.13 0.01
```
Forces are in eV/Å.

Here is what Mulliken gives for the atomic charges, in e:
1. Au 1.0616
2. C -1.4880
3. As 0.8642
4. C -1.1245
5. C 0.0514
6. C -0.5459
7. C -0.8937
8. C -0.7276
9. C -0.5912
10. C -0.0753
11. As 0.7873
12. C -1.4950
13. C -1.1508
14. H 0.4813
15. H 0.3739
16. H 0.4343
17. H 0.4548
18. H 0.2518
19. H 0.4572
20. H 0.3336
21. H 0.4327
22. H 0.4258
23. H 0.4069
24. H 0.4919
25. H 0.4224
26. H 0.3975
27. H 0.4270
28. H 0.5080
29. H 0.2161
30. C -1.1943
31. As 0.7259
32. C -1.4563
33. C -2.0950
34. C 2.6526
35. C -2.0377
36. C -1.8264
37. As 0.8392
38. C -1.2773
39. C -1.1435
40. C -1.3298
41. As 0.7505
42. C -1.0051
43. C -1.0842
44. H 0.5023
45. H 0.3708
46. H 0.3460
47. H 0.5064
48. H 0.4257
49. H 0.3080
50. H 0.5496
51. H 0.6242
52. H 0.5026
53. H 0.4399
54. H 0.4418
55. H 0.6019
56. H 0.4645
57. H 0.4666
58. H 0.3713
59. H 0.3822
60. H 0.4474
61. H 0.2373
62. H 0.2743
63. H 0.7741
64. H -0.1793
65. H 0.3622
66. H 0.2716
67. H 0.4582
68. H 0.3999
69. H 0.4168
70. H 0.3661
71. Cl -0.1232
72. C 0.0302
73. Cl -0.1329
74. C 0.0760
75. O -0.6306
76. O -0.5376
77. H 0.4795